Record 1
Computed, not measured: a cluster of 2 separate species, C9H10N2 in total, with ωB97M-V/def2-TZVPD.

F_max = 0.8 eV/Å
E = -458.4561 hartree
ΔE to the lowest compared entry with this formula, charge and spin = 0.389 eV
structure (SMILES) = c1c[nH]cn1.c1ccccc1

Last column: natural (NBO) charge in e.
Positions of all 21 atoms, in Å:
C 0.904 2.096 3.371  -0.103
C -0.135 1.625 2.598  -0.121
N 0.468 0.966 1.556  -0.525
C 1.817 1.060 1.732  0.153
N 2.115 1.741 2.827  -0.459
H 0.841 2.673 4.293  0.208
H -1.219 1.698 2.692  0.219
H -0.008 0.491 0.785  0.429
H 2.531 0.616 1.038  0.198
C -1.777 -0.333 -1.896  -0.221
C -1.799 -1.515 -1.155  -0.221
C -0.631 -2.263 -1.001  -0.223
C 0.558 -1.828 -1.586  -0.209
C 0.580 -0.646 -2.327  -0.224
C -0.588 0.102 -2.481  -0.218
H -2.696 0.256 -2.018  0.219
H -2.735 -1.857 -0.695  0.219
H -0.649 -3.193 -0.418  0.220
H 1.477 -2.417 -1.464  0.219
H 1.516 -0.304 -2.787  0.220
H -0.571 1.033 -3.064  0.220



Record 2
Computed, not measured: a cluster of 2 separate species, C5H10O in total, with ωB97M-V/def2-TZVPD.

F_max = 0.5 eV/Å
E = -271.5893 hartree
ΔE to the lowest compared entry with this formula, charge and spin = 4.444 eV

Last column: natural (NBO) charge in e.
Positions of all 16 atoms, in Å:
C -2.016 -1.248 0.299  -0.273
O -1.562 -0.181 1.157  -0.492
C -1.357 1.030 0.720  0.130
C 1.469 1.815 -0.157  -0.369
C 1.297 0.635 -0.746  -0.203
C 1.469 -0.684 -0.037  -0.666
H -2.586 -1.940 0.922  0.201
H -1.146 -1.757 -0.123  0.195
H -2.643 -0.841 -0.500  0.188
H -1.588 1.012 -0.387  0.040
H 1.749 1.891 0.892  0.197
H 1.342 2.750 -0.695  0.201
H 1.017 0.606 -1.799  0.195
H 1.013 -1.507 -0.596  0.204
H 1.013 -0.651 0.959  0.225
H 2.529 -0.932 0.092  0.226



Record 3
Computed, not measured: an isolated molecule of C17H24O5, with ωB97M-V/def2-TZVPD.

F_max = 0.6 eV/Å
E = -1038.4090 hartree
ΔE to the lowest compared entry with this formula, charge and spin = 0.315 eV
structure (SMILES) = CCOC(=O)C(CCCOc1ccc(C)cc1)C(=O)OCC

Last column: natural (NBO) charge in e.
Positions of all 46 atoms, in Å:
C -3.417 -3.013 1.742  -0.635
C -3.851 -1.556 1.803  -0.077
O -3.684 -0.911 0.537  -0.505
C -2.467 -0.460 0.242  0.821
O -1.517 -0.531 0.975  -0.603
C -2.446 0.135 -1.158  -0.413
C -1.845 -0.854 -2.175  -0.389
C -0.443 -1.373 -1.829  -0.456
C 0.661 -0.666 -2.625  -0.068
O 1.947 -1.146 -2.293  -0.497
C 2.544 -0.724 -1.141  0.290
C 2.012 0.185 -0.236  -0.257
C 2.734 0.543 0.891  -0.201
C 3.988 0.014 1.148  -0.048
C 4.770 0.407 2.366  -0.624
C 4.513 -0.897 0.236  -0.188
C 3.808 -1.262 -0.889  -0.252
C -1.744 1.488 -1.137  0.820
O -1.009 1.903 -1.992  -0.603
O -2.116 2.172 -0.059  -0.505
C -1.548 3.473 0.130  -0.074
C -0.172 3.389 0.772  -0.638
H -3.966 -3.538 0.964  0.210
H -3.612 -3.491 2.698  0.219
H -2.353 -3.075 1.529  0.224
H -3.265 -1.016 2.553  0.200
H -4.916 -1.469 2.026  0.191
H -3.487 0.330 -1.442  0.257
H -1.817 -0.355 -3.145  0.225
H -2.536 -1.696 -2.249  0.218
H -0.381 -2.440 -2.053  0.213
H -0.246 -1.257 -0.763  0.235
H 0.601 0.419 -2.499  0.201
H 0.550 -0.895 -3.689  0.186
H 1.036 0.617 -0.387  0.208
H 2.300 1.249 1.584  0.203
H 4.182 1.052 3.014  0.211
H 5.068 -0.476 2.930  0.214
H 5.677 0.939 2.079  0.214
H 5.490 -1.324 0.415  0.205
H 4.214 -1.967 -1.597  0.220
H -1.491 3.979 -0.840  0.199
H -2.256 3.992 0.780  0.192
H 0.541 2.949 0.080  0.223
H 0.168 4.386 1.038  0.219
H -0.219 2.775 1.668  0.218



Record 4
Computed, not measured: a structure of composition C3H7BrOSi, with ωB97M-V/def2-TZVPD.

F_max = 4.7 eV/Å
E = -3057.2300 hartree
ΔE to the lowest compared entry with this formula, charge and spin = 0.000 eV

Last column: natural (NBO) charge in e.
Positions of all 13 atoms, in Å:
C 0.206 -1.293 1.891  0.227
C 0.991 1.761 -0.073  -1.045
C -1.440 -0.437 -1.037  -1.086
O -0.721 -2.078 2.027  -0.518
Si 0.319 -0.135 -0.232  1.181
Br 1.488 -1.509 -1.622  -0.331
H 0.814 -0.901 2.708  0.124
H 2.046 1.576 0.280  0.239
H 1.214 2.219 -1.010  0.244
H 0.464 2.388 0.555  0.236
H -2.270 -0.234 -0.460  0.236
H -1.534 0.180 -1.885  0.235
H -1.577 -1.537 -1.143  0.257



Record 5
Computed, not measured: a cluster of 2 separate species, C20H28N4O3 in total, with ωB97M-V/def2-TZVPD.

F_max = 2.3 eV/Å
E = -1223.6287 hartree
ΔE to the lowest compared entry with this formula, charge and spin = 3.549 eV
structure (SMILES) = CN1C(=O)C(=Cc2ccc(N(C)C)cc2)C(=O)N(C)C1=O.CN1CCCC1

Last column: natural (NBO) charge in e.
Positions of all 55 atoms, in Å:
C -4.662 1.778 2.647  -0.416
N -3.253 1.628 2.346  -0.474
C -2.891 1.479 0.996  0.682
O -3.751 1.606 0.120  -0.596
C -1.481 1.160 0.722  -0.345
C -1.102 0.606 -0.471  0.104
C 0.240 0.771 -1.020  -0.101
C 1.237 -0.184 -0.793  -0.194
C 2.529 0.026 -1.238  -0.178
C 2.856 1.207 -1.941  0.155
N 4.163 1.419 -2.401  -0.493
C 4.791 0.531 -3.368  -0.396
C 5.117 2.236 -1.667  -0.394
C 1.840 2.159 -2.208  -0.208
C 0.551 1.923 -1.772  -0.196
C -0.501 1.386 1.797  0.676
O 0.721 1.501 1.627  -0.585
N -1.008 1.440 3.110  -0.470
C -0.113 1.493 4.241  -0.414
C -2.368 1.521 3.440  0.811
O -2.744 1.527 4.607  -0.609
H -4.742 1.853 3.729  0.244
H -5.055 2.671 2.152  0.218
H -5.203 0.901 2.276  0.208
H -1.873 0.344 -1.193  0.230
H 0.938 -1.067 -0.223  0.217
H 3.318 -0.698 -1.014  0.207
H 4.030 -0.004 -3.952  0.209
H 5.410 1.132 -4.055  0.191
H 5.449 -0.198 -2.862  0.166
H 4.593 2.880 -0.949  0.213
H 5.839 1.597 -1.121  0.169
H 5.694 2.864 -2.366  0.186
H 2.095 3.067 -2.760  0.222
H -0.243 2.650 -1.950  0.215
H 0.900 1.414 3.866  0.243
H -0.249 2.436 4.777  0.211
H -0.351 0.672 4.919  0.215
C -2.687 -1.579 -0.076  -0.419
N -1.292 -1.905 -0.433  -0.430
C -0.776 -2.828 0.653  -0.230
C -0.007 -3.958 -0.009  -0.423
C -0.386 -3.929 -1.496  -0.421
C -1.347 -2.767 -1.670  -0.225
H -3.167 -0.958 -0.843  0.210
H -3.249 -2.528 -0.002  0.176
H -2.722 -1.050 0.885  0.202
H -0.211 -2.259 1.396  0.209
H -1.659 -3.232 1.167  0.180
H 1.065 -3.855 0.133  0.214
H -0.308 -4.894 0.455  0.216
H 0.484 -3.840 -2.138  0.216
H -0.907 -4.840 -1.781  0.214
H -2.375 -3.147 -1.727  0.175
H -1.178 -2.162 -2.563  0.210



Record 6
Computed, not measured: the ion C5H9FNS with charge +1, with ωB97M-V/def2-TZVPD.

F_max = 4.3 eV/Å
E = -748.1823 hartree
ΔE to the lowest compared entry with this formula, charge and spin = 1.963 eV
⟨S²⟩ = 2.047
multiplicity = 3
net charge = +1

Last column: Mulliken spin population.
Positions of all 17 atoms, in Å:
C 1.264 0.443 0.106  1.194
C 1.655 -0.970 -1.640  0.383
C -0.052 0.939 -1.756  0.017
C 1.398 -0.240 1.341  0.072
C -1.065 -0.656 -0.158  0.036
N -0.124 0.520 -0.414  0.018
F 2.721 -1.581 -1.951  0.022
S 0.990 -0.082 -2.924  0.123
H -1.106 1.013 -2.154  0.002
H 0.391 1.994 -1.700  -0.001
H 2.039 0.328 2.011  0.046
H 1.989 -1.172 1.088  0.043
H 0.591 -0.588 1.909  0.018
H -1.987 -0.520 0.525  0.004
H -1.308 -0.993 -1.160  -0.002
H -0.413 -1.415 0.368  -0.002
H -0.563 1.335 0.167  0.026



Record 7
Computed, not measured: a structure of composition C8H6CuF6N3O4S3, with ωB97M-V/def2-TZVPD.

F_max = 1.3 eV/Å
E = -4207.9232 hartree
ΔE to the lowest compared entry with this formula, charge and spin = 0.365 eV

Last column: natural (NBO) charge in e.
Positions of all 31 atoms, in Å:
Cu -0.086 -0.280 0.338  0.872
F 2.563 -2.574 2.289  -0.312
C 2.574 -3.304 1.176  0.737
F 3.767 -3.211 0.609  -0.300
F 2.320 -4.565 1.475  -0.294
S 1.336 -2.669 -0.020  2.218
O 1.713 -1.268 -0.216  -0.999
O 1.367 -3.524 -1.164  -0.892
N 0.042 -2.806 0.912  -1.222
S -1.399 -2.528 0.313  2.195
O -2.356 -2.445 1.367  -0.898
O -1.373 -1.447 -0.687  -0.996
C -1.866 -4.038 -0.682  0.744
F -3.175 -4.218 -0.553  -0.301
F -1.569 -3.867 -1.957  -0.292
F -1.228 -5.098 -0.214  -0.298
N 1.276 0.109 7.103  -0.750
C 0.059 0.122 6.540  0.087
S -1.310 0.051 7.447  -0.103
C 0.038 0.204 5.034  -0.059
C 1.195 0.300 4.269  -0.228
C 1.102 0.372 2.893  0.056
N -0.065 0.355 2.246  -0.550
C -1.183 0.261 2.978  0.062
C -1.171 0.188 4.357  -0.196
H 1.328 0.024 8.104  0.418
H 2.128 0.082 6.576  0.393
H 2.185 0.323 4.700  0.210
H 1.992 0.439 2.281  0.218
H -2.117 0.236 2.433  0.223
H -2.096 0.108 4.911  0.261



Record 8
Computed, not measured: a structure of composition C21H28N3O4SSeV, with ωB97M-V/def2-TZVPD.

F_max = 3.3 eV/Å
E = -5025.7171 hartree
ΔE to the lowest compared entry with this formula, charge and spin = 0.517 eV
⟨S²⟩ = 3.764
multiplicity = 4
net charge = +1

Last column: Mulliken spin population.
Positions of all 59 atoms, in Å:
V 0.832 -0.670 0.513  2.849
C 3.742 0.371 -0.632  0.010
C 2.827 0.351 -1.862  -0.001
O 1.970 -0.775 -1.805  -0.010
C 1.006 -0.755 -2.848  0.029
C 0.249 -2.079 -2.826  0.011
O -0.211 -2.314 -1.507  0.011
C 0.117 -3.571 -0.945  -0.006
C 1.600 -3.704 -0.625  0.013
O 1.978 -2.709 0.317  0.006
C 3.379 -2.502 0.342  0.003
C 3.652 -1.241 1.144  0.016
O 3.072 -0.093 0.537  -0.014
H 4.046 1.408 -0.454  0.000
H 4.637 -0.229 -0.810  -0.001
H 3.442 0.305 -2.771  0.002
H 2.223 1.267 -1.891  -0.005
H 1.502 -0.622 -3.818  0.002
H 0.309 0.080 -2.682  -0.007
H 0.895 -2.892 -3.170  -0.002
H -0.609 -2.007 -3.503  0.002
H -0.186 -4.391 -1.606  0.000
H -0.458 -3.621 -0.018  -0.009
H 2.197 -3.580 -1.537  -0.005
H 1.799 -4.703 -0.216  0.002
H 3.753 -2.379 -0.683  -0.003
H 3.887 -3.361 0.798  0.002
H 4.730 -1.101 1.283  0.004
H 3.176 -1.337 2.122  -0.013
S -1.401 -1.398 1.131  -0.015
C -0.603 -1.126 2.625  0.082
C -1.057 -1.439 3.906  -0.023
C -0.254 -1.113 4.981  0.036
C 0.953 -0.447 4.760  -0.013
C 1.338 -0.178 3.464  0.071
N 0.598 -0.552 2.416  -0.067
H -2.007 -1.937 4.026  0.000
H -0.557 -1.362 5.988  0.003
H 1.584 -0.154 5.584  0.000
H 2.247 0.372 3.245  0.002
C -1.359 4.467 0.416  0.000
N -1.970 3.266 -0.094  -0.002
C -1.405 2.044 -0.126  0.023
Se 0.359 1.684 0.276  0.007
N -2.294 1.174 -0.648  0.004
C -3.459 1.845 -0.976  0.005
C -4.637 1.444 -1.586  -0.002
C -5.586 2.423 -1.827  0.001
C -5.374 3.754 -1.471  0.001
C -4.198 4.163 -0.870  0.002
C -3.244 3.187 -0.631  -0.004
H -0.487 4.191 1.004  -0.001
H -2.069 5.001 1.046  0.000
H -1.044 5.115 -0.404  0.000
H -2.155 0.171 -0.610  0.007
H -4.803 0.416 -1.870  0.000
H -6.512 2.156 -2.313  0.000
H -6.140 4.488 -1.674  0.000
H -4.022 5.197 -0.614  0.000